Entry 1:
C32H90F6N6O14P | ωB97M-V with the def2-TZVPD basis set

Geometry (Å):
P 18.527 0.338 13.694
F 18.280 -0.019 12.146
F 17.006 0.841 13.749
F 18.095 -0.998 14.405
F 18.839 0.828 15.255
F 20.063 -0.298 13.586
F 19.068 1.865 13.319
C 16.781 -6.144 19.293
C 17.378 -5.320 18.198
C 18.187 -4.045 18.688
O 18.510 -3.198 17.557
C 18.838 -1.828 18.011
N 18.352 -6.250 17.652
H 17.476 -6.475 20.066
H 16.302 -7.018 18.852
H 16.028 -5.559 19.820
H 16.548 -5.159 17.511
H 19.168 -4.237 19.121
H 17.622 -3.472 19.424
H 19.110 -1.157 17.196
H 19.608 -1.762 18.779
H 17.913 -1.365 18.354
H 17.858 -7.126 17.559
H 19.038 -6.301 18.391
C 14.534 3.215 13.537
C 14.282 4.439 14.398
C 13.877 5.775 13.629
O 13.742 6.780 14.652
C 13.496 8.072 14.096
N 13.283 4.047 15.361
H 13.620 2.881 13.045
H 14.913 2.366 14.106
H 15.354 3.307 12.825
H 15.179 4.686 14.967
H 12.888 5.669 13.183
H 14.609 5.972 12.846
H 12.858 8.815 14.576
H 12.998 7.985 13.130
H 14.448 8.583 13.951
H 13.055 4.990 15.642
H 12.574 3.977 14.645
C 17.596 5.647 12.399
C 18.471 5.265 11.185
C 19.216 6.395 10.548
O 18.423 7.617 10.507
C 18.918 8.696 9.696
N 19.378 4.126 11.385
H 16.898 6.430 12.103
H 18.197 5.907 13.270
H 16.931 4.897 12.828
H 17.805 4.860 10.423
H 19.408 6.157 9.501
H 20.127 6.692 11.067
H 18.619 8.497 8.667
H 19.974 8.783 9.950
H 18.436 9.603 10.061
H 20.153 4.427 11.960
H 18.915 3.413 11.929
C 20.110 4.799 17.047
C 20.005 5.048 15.525
C 21.336 4.813 14.741
O 21.050 4.889 13.342
C 22.285 4.868 12.595
N 19.008 4.121 14.980
H 19.988 3.763 17.365
H 19.247 5.343 17.430
H 20.987 5.174 17.575
H 19.741 6.085 15.315
H 21.796 3.850 14.960
H 22.070 5.537 15.096
H 22.080 5.165 11.566
H 22.803 3.911 12.659
H 22.931 5.626 13.037
H 19.318 3.161 15.029
H 19.149 4.331 14.002
C 17.113 -2.070 10.448
C 17.535 -3.574 10.172
C 18.228 -3.889 8.812
O 18.724 -5.265 8.901
C 19.365 -5.733 7.743
N 18.465 -3.792 11.254
H 16.320 -1.848 9.733
H 17.910 -1.347 10.274
H 16.758 -1.901 11.465
H 16.642 -4.197 10.120
H 19.079 -3.222 8.676
H 17.636 -3.713 7.913
H 18.948 -5.322 6.824
H 19.506 -6.813 7.718
H 20.365 -5.337 7.564
H 18.693 -2.809 11.201
H 19.133 -4.227 10.634
C 23.646 -0.389 14.167
C 24.699 0.146 15.115
C 24.686 1.692 15.282
O 25.906 2.253 15.918
C 25.961 3.693 16.195
N 24.538 -0.487 16.404
H 23.635 0.210 13.256
H 22.614 -0.321 14.512
H 23.825 -1.387 13.768
H 25.571 -0.311 14.647
H 23.815 1.927 15.894
H 24.534 2.158 14.309
H 25.704 4.076 15.207
H 26.907 4.122 16.525
H 25.095 4.075 16.735
H 25.291 -0.213 17.019
H 24.814 -1.449 16.266
C 20.829 -0.410 9.613
C 21.576 -1.418 10.537
O 20.618 -1.791 11.502
O 20.697 0.893 10.115
H 19.853 -0.839 9.386
H 21.374 -0.306 8.675
H 22.431 -0.985 11.056
H 21.950 -2.266 9.964
H 20.456 -1.004 12.026
H 19.878 1.027 10.596
C 16.064 1.347 16.925
C 16.375 2.788 16.805
O 15.357 3.662 17.383
O 14.659 1.197 16.618
H 16.277 0.955 17.919
H 16.789 0.805 16.317
H 16.713 3.032 15.797
H 17.210 3.131 17.416
H 15.857 4.359 17.816
H 14.663 0.476 15.984
C 20.705 -4.851 15.492
C 20.655 -3.359 15.042
O 19.858 -3.289 13.843
O 19.431 -5.386 15.328
H 21.094 -4.919 16.508
H 21.422 -5.449 14.931
H 21.628 -2.986 14.724
H 20.325 -2.629 15.781
H 19.965 -2.408 13.477
H 19.226 -5.737 16.198
C 15.247 -3.589 13.543
C 15.870 -3.399 14.975
O 17.287 -3.679 15.005
O 15.980 -4.515 12.732
H 15.177 -2.571 13.160
H 14.193 -3.869 13.543
H 15.342 -4.079 15.643
H 15.572 -2.415 15.336
H 17.547 -3.435 15.896
H 15.185 -4.977 12.454

Properties
LUMO level: 2.27 eV
total charge: -1
Kohn-Sham gap: 8.1 eV
E_HOMO: -0.213 Ha
energy above the lowest of the compared OMol25 structures with the same formula, charge and spin: 0.0 kJ/mol

***

Entry 2:
C4H35NO14S | ωB97M-V with the def2-TZVPD basis set

Geometry (Å):
C 0.120 0.598 0.409
N 0.013 -0.878 0.647
C -1.317 -1.452 0.871
C -2.006 -0.827 2.122
S -1.752 -1.803 3.602
C -2.419 -1.503 -0.227
O -2.728 -0.229 -0.781
H -0.898 1.010 0.492
H 0.402 0.947 -0.596
H 0.730 1.131 1.213
H 0.594 -1.063 1.493
H -1.196 -2.570 1.127
H -3.120 -0.804 2.027
H -1.673 0.251 2.303
H -3.237 -2.052 0.277
H -2.135 -2.060 -1.143
H 0.973 3.557 -0.181
H -0.043 3.730 -1.339
O 0.613 4.157 -0.729
H 0.253 -3.729 2.076
H 1.650 -3.916 1.247
O 0.777 -4.020 1.306
H -0.933 4.508 0.695
H -0.537 3.822 1.968
O -1.078 4.433 1.653
H 2.678 -1.990 -1.704
H 1.801 -1.167 -1.106
O 2.566 -1.204 -1.665
H 1.410 -1.422 4.230
H 0.395 -0.542 3.783
O 1.412 -0.616 3.696
H -1.983 0.459 -0.677
H -2.472 2.300 -1.937
O -1.804 1.958 -1.453
H 2.378 -2.164 1.130
H 3.739 -1.769 1.444
O 3.226 -2.449 1.498
H -1.304 -0.789 -3.247
H -2.549 -0.551 -2.309
O -2.278 -0.873 -3.231
H 3.925 -0.101 -0.409
H 3.609 0.937 0.540
O 4.106 0.190 0.562
H 3.023 1.307 -2.498
H 1.641 2.051 -2.832
O 2.609 2.126 -2.594
H -2.516 2.915 -0.168
H -2.921 2.477 1.398
O -3.267 2.942 0.561
H 1.153 -3.430 -0.963
H 0.179 -2.761 -1.943
O 0.804 -3.426 -1.900
H 0.216 1.202 -3.695
H -1.037 1.687 -2.199
O 0.209 1.464 -2.845

Properties
LUMO level: 4.81 eV
total charge: -2
Kohn-Sham gap: 6.4 eV
E_HOMO: -0.059 Ha
energy above the lowest of the compared OMol25 structures with the same formula, charge and spin: 497.2 kJ/mol

***

Entry 3:
C6H10F3NO3S | ωB97M-V with the def2-TZVPD basis set

Geometry (Å):
C -1.902 1.081 0.625
C -2.062 -0.154 -0.265
C -1.119 0.473 1.773
C -0.777 -0.862 -0.084
C -0.218 -1.917 -0.981
C 1.070 1.610 -0.761
N -0.144 -0.435 0.969
O 2.581 -0.823 0.720
O 3.770 0.946 -0.495
O 1.276 0.343 -0.918
F 1.094 1.965 0.578
F 2.067 2.537 -1.257
F 2.819 -0.973 -1.967
S 2.740 0.012 -0.488
H -1.160 1.737 0.026
H -2.818 1.481 1.037
H -2.852 -0.997 0.102
H -2.353 -0.109 -1.242
H -0.568 1.230 2.137
H -1.681 0.172 2.591
H 0.373 -1.016 1.525
H -0.891 -2.553 -1.534
H 0.417 -2.383 -0.306
H 0.337 -1.365 -1.785

Properties
LUMO level: -0.71 eV
Kohn-Sham gap: 5.9 eV
E_HOMO: -0.242 Ha
energy above the lowest of the compared OMol25 structures with the same formula, charge and spin: 166.5 kJ/mol

***

Entry 4:
C5H12N2O | ωB97M-V with the def2-TZVPD basis set

Geometry (Å):
N -1.129 1.398 1.849
C -1.221 0.033 1.293
C 0.162 -0.633 1.164
C 1.178 0.048 0.271
C 0.593 0.778 -1.014
N -0.179 -0.048 -1.978
C 0.221 -1.332 -2.242
O 1.228 -1.861 -1.849
H -0.552 1.945 1.238
H -0.859 1.316 2.804
H -1.728 -0.107 0.335
H -1.827 -0.527 2.004
H 0.674 -0.596 2.134
H 0.118 -1.710 0.963
H 1.696 0.896 0.723
H 1.829 -0.679 -0.186
H -0.102 1.531 -0.660
H 1.407 1.186 -1.611
H -1.061 0.286 -2.337
H -0.448 -1.924 -2.901

Properties
LUMO level: 0.84 eV
Kohn-Sham gap: 10.1 eV
SMILES: NCCCCNC=O
E_HOMO: -0.340 Ha
energy above the lowest of the compared OMol25 structures with the same formula, charge and spin: 147.7 kJ/mol

***

Entry 5:
H3INPS | ωB97M-V with the def2-TZVPD basis set

Geometry (Å):
N 0.618 -1.696 -1.506
P -1.343 0.291 0.094
S 1.353 -3.065 -1.263
I 3.545 -3.001 -0.256
H 1.128 -0.927 -1.708
H -0.412 1.283 0.494
H -1.198 -0.411 1.351

Properties
LUMO level (spin up / spin down): -1.08 / -1.30 eV
Kohn-Sham gap (spin up / spin down): 7.5 / 7.4 eV
E_HOMO (spin up / spin down): -0.317 / -0.320 Ha
energy above the lowest of the compared OMol25 structures with the same formula, charge and spin: 190.6 kJ/mol

***

Entry 6:
C6H10N3S2 | ωB97M-V with the def2-TZVPD basis set

Geometry (Å):
C 1.617 0.438 0.090
C 0.033 -1.185 0.385
C -1.916 0.561 -0.596
C -0.798 1.008 0.417
C -2.359 -0.853 -0.137
C 3.930 -0.005 -0.360
N 0.337 0.027 0.282
N 2.600 -0.416 0.012
N -1.179 -1.719 0.227
S 1.978 2.086 0.041
S 2.269 -2.085 -0.006
H -2.682 1.208 -0.394
H -1.390 0.587 -1.511
H -0.271 1.878 0.139
H -0.790 1.319 1.434
H -3.087 -0.725 0.724
H -2.878 -1.316 -0.936
H 4.012 0.796 -1.002
H 4.413 -0.064 0.564
H 4.173 -0.811 -1.026
H -1.327 -2.740 0.166

Properties
LUMO level: -6.22 eV
total charge: +1
Kohn-Sham gap: 5.9 eV
E_HOMO: -0.446 Ha
energy above the lowest of the compared OMol25 structures with the same formula, charge and spin: 303.3 kJ/mol

***

Entry 7:
C5H10ClCuFO3S | ωB97M-V with the def2-TZVPD basis set

Geometry (Å):
O 1.189 -0.511 3.162
S 0.508 -0.171 1.959
O 0.090 1.298 1.810
C -1.320 1.741 2.173
C -2.205 1.877 0.957
F -2.256 3.179 0.577
O 1.466 -0.425 0.758
C 1.273 0.079 -0.605
C 1.303 -1.083 -1.586
C 0.154 -2.104 -1.533
Cl 0.625 -3.425 -2.655
H -1.720 1.059 2.924
H -1.153 2.715 2.631
H -1.844 1.279 0.112
H -3.215 1.541 1.207
H 2.122 0.739 -0.781
H 0.365 0.679 -0.693
H 1.189 -0.626 -2.590
H 2.251 -1.622 -1.488
H -0.040 -2.499 -0.537
H -0.778 -1.673 -1.898
Cu 1.998 -2.048 -3.907

Properties
LUMO level (spin up / spin down): -8.40 / -11.42 eV
total charge: +2
Kohn-Sham gap (spin up / spin down): 10.3 / 7.3 eV
multiplicity: 2
E_HOMO (spin up / spin down): -0.687 / -0.687 Ha
expectation value of S²: 0.757

***

Entry 8:
C4H5NO | ωB97M-V with the def2-TZVPD basis set

Geometry (Å):
O 1.248 -0.540 2.037
C 0.792 -0.108 1.014
C -0.038 1.136 0.679
N -1.287 0.286 0.127
C -0.127 0.533 -0.727
C 0.846 -0.605 -0.458
H -1.518 -0.670 0.390
H -2.036 0.955 0.203
H -0.293 1.029 -1.681
H 1.837 -0.380 -0.865
H 0.576 -1.637 -0.717

Properties
LUMO level: 0.57 eV
Kohn-Sham gap: 8.6 eV
SMILES: [O-]C1=C2[NH2+][C@@H]2C1
E_HOMO: -0.296 Ha
energy above the lowest of the compared OMol25 structures with the same formula, charge and spin: 410.8 kJ/mol

***

Entry 9:
C28H22CoN5 | ωB97M-V with the def2-TZVPD basis set

Geometry (Å):
Co 0.693 0.883 0.097
N -3.555 0.645 -0.515
C -2.270 0.302 -0.434
N -1.309 1.130 -0.156
C -1.624 2.490 0.047
N -0.662 3.336 0.262
N 0.538 2.741 0.283
C 1.636 3.406 0.399
C 2.829 2.605 0.348
C 4.115 3.137 0.390
C 5.202 2.292 0.318
C 4.976 0.925 0.208
C 3.674 0.463 0.164
N 2.614 1.263 0.224
C -3.003 2.914 0.008
C -3.395 4.228 0.270
C -4.730 4.570 0.224
C -5.691 3.605 -0.068
C -5.325 2.295 -0.316
C -3.982 1.953 -0.280
H -4.245 -0.052 -0.747
H -2.024 -0.740 -0.609
H 1.623 4.484 0.517
H 4.230 4.209 0.473
H 6.211 2.680 0.338
H 5.797 0.226 0.157
H 3.478 -0.596 0.076
H -2.631 4.954 0.508
H -5.027 5.591 0.420
H -6.736 3.881 -0.106
H -6.075 1.544 -0.531
C -0.574 -5.317 -2.834
C -0.629 -4.998 -1.484
C -0.185 -3.766 -1.034
C 0.327 -2.824 -1.932
C 0.369 -3.153 -3.289
C -0.074 -4.388 -3.735
C 0.777 -1.492 -1.501
C 0.829 -1.000 -0.259
C 0.967 -1.535 1.081
C 1.986 -2.447 1.409
C 2.281 -2.733 2.730
C 1.557 -2.152 3.764
C 0.507 -1.298 3.464
C 0.221 -0.982 2.145
H -0.906 -6.286 -3.183
H -1.028 -5.715 -0.777
H -0.243 -3.528 0.021
H 0.753 -2.431 -4.001
H -0.034 -4.621 -4.791
H 1.010 -0.812 -2.322
H 2.547 -2.919 0.611
H 3.094 -3.408 2.965
H 1.809 -2.368 4.794
H -0.080 -0.865 4.264
H -0.616 -0.326 1.924

Properties
LUMO level (spin up / spin down): -4.05 / -4.06 eV
total charge: +1
Kohn-Sham gap (spin up / spin down): 5.7 / 5.7 eV
multiplicity: 2
E_HOMO (spin up / spin down): -0.357 / -0.358 Ha
expectation value of S²: 0.767

***

Entry 10:
C3H3N3 | ωB97M-V with the def2-TZVPD basis set

Geometry (Å):
C -0.423 -0.035 0.263
C 1.485 0.968 -0.487
C -0.642 -1.046 -0.662
N 1.447 1.497 0.580
N 0.531 1.523 1.576
N -0.327 0.577 1.316
H -1.411 -0.652 -1.207
H 0.286 -0.843 -1.201
H -0.947 -1.990 -0.178

Properties
LUMO level: -1.52 eV
Kohn-Sham gap: 7.2 eV
E_HOMO: -0.321 Ha
energy above the lowest of the compared OMol25 structures with the same formula, charge and spin: 678.4 kJ/mol

***

Entry 11:
C28H67Cl6N5O9 | ωB97M-V with the def2-TZVPD basis set

Geometry (Å):
O 0.309 -0.755 0.635
C 0.110 -0.722 -0.580
N 0.713 0.161 -1.343
C -0.733 -1.796 -1.255
H 1.164 0.978 -0.957
H 0.627 -0.018 -2.333
H -1.692 -1.801 -0.736
H -0.280 -2.778 -1.123
H -0.908 -1.631 -2.318
C 1.014 2.493 -5.878
Cl 1.759 1.478 -4.600
Cl 2.163 2.875 -7.172
Cl 0.391 4.076 -5.317
H 0.187 1.925 -6.304
C -2.380 -5.258 -1.203
Cl -3.352 -6.796 -0.939
Cl -2.969 -4.208 -2.589
Cl -0.607 -5.625 -1.444
H -2.449 -4.686 -0.278
C -3.058 2.241 6.616
O -2.679 0.950 6.081
C -3.664 -0.069 6.326
C -3.402 -1.243 5.356
N -3.418 -0.847 3.957
C -3.066 -1.908 3.016
C -1.669 -2.555 3.186
O -1.277 -3.019 1.903
C 0.058 -3.517 1.877
H -2.223 2.925 6.468
H -3.130 2.157 7.700
H -4.075 2.525 6.346
H -4.658 0.335 6.133
H -3.654 -0.391 7.367
H -4.215 -1.968 5.313
H -2.500 -1.812 5.584
H -2.956 0.046 3.863
H -3.073 -1.548 1.987
H -3.746 -2.757 3.085
H -1.753 -3.466 3.778
H -0.965 -1.807 3.553
H 0.225 -3.870 0.859
H 0.249 -4.418 2.460
H 0.793 -2.744 2.101
C 1.282 3.542 3.610
O 1.914 2.523 2.938
C 1.522 1.268 3.424
C 2.521 0.264 2.903
N 3.663 0.162 3.813
C 4.922 -0.371 3.210
C 5.907 -0.455 4.377
O 6.263 0.893 4.708
C 6.711 1.109 6.007
H 1.394 4.521 3.144
H 1.669 3.716 4.615
H 0.207 3.381 3.536
H 0.506 1.044 3.098
H 1.395 1.191 4.504
H 2.834 0.520 1.890
H 2.067 -0.723 2.990
H 3.870 1.028 4.291
H 5.213 0.241 2.356
H 4.765 -1.357 2.772
H 6.840 -0.944 4.098
H 5.476 -1.028 5.198
H 6.065 0.623 6.738
H 6.730 2.186 6.173
H 7.717 0.745 6.217
C -2.641 6.687 -3.426
O -2.124 5.496 -2.997
C -3.061 4.553 -2.730
C -2.576 3.481 -1.693
N -3.393 2.316 -1.336
C -2.708 1.380 -0.528
C -2.141 1.967 0.837
O -3.145 2.900 1.363
C -2.988 3.118 2.780
H -1.939 7.520 -3.477
H -3.369 7.151 -2.761
H -3.176 6.695 -4.375
H -3.372 4.128 -3.685
H -4.007 5.027 -2.465
H -2.470 4.047 -0.768
H -1.607 3.144 -2.060
H -4.139 2.579 -0.708
H -2.008 0.794 -1.125
H -3.372 0.587 -0.182
H -1.272 2.623 0.793
H -1.913 1.182 1.558
H -2.041 3.657 2.768
H -2.913 2.223 3.398
H -3.786 3.819 3.026
C 1.360 -0.906 -8.131
O 1.760 -2.194 -8.545
C 0.794 -3.297 -8.390
C 0.312 -3.506 -6.962
N 1.428 -3.339 -6.017
C 0.993 -3.331 -4.666
C 2.118 -3.240 -3.687
O 2.805 -1.997 -3.819
C 3.874 -1.965 -2.873
H 1.195 -0.937 -7.053
H 0.471 -0.475 -8.590
H 2.109 -0.156 -8.384
H 1.111 -4.274 -8.755
H -0.020 -3.014 -9.056
H -0.079 -4.521 -6.895
H -0.411 -2.796 -6.559
H 2.009 -2.529 -6.181
H 0.297 -4.137 -4.434
H 0.294 -2.506 -4.531
H 2.835 -4.036 -3.889
H 1.733 -3.448 -2.689
H 4.351 -0.985 -2.884
H 4.629 -2.690 -3.174
H 3.533 -2.028 -1.840

Properties
LUMO level (spin up / spin down): 1.97 / 1.97 eV
total charge: -1
Kohn-Sham gap (spin up / spin down): 2.3 / 8.2 eV
multiplicity: 2
E_HOMO (spin up / spin down): -0.011 / -0.231 Ha
energy above the lowest of the compared OMol25 structures with the same formula, charge and spin: 0.0 kJ/mol
expectation value of S²: 0.753